*1*
# C4H10NO

A 2-piece molecular cluster, C4H10NO overall (the ωB97M-V functional and the def2-TZVPD basis, the OMol25 dataset).

Structure (ORCA input):
```
! wB97M-V def2-TZVPD RIJCOSX def2/J DEFGRID3
* xyz 1 1
C 1.15292 -0.13400 0.23347
C 1.24734 0.41776 1.53287
C 0.48926 -0.35031 -1.97079
C -2.44390 -0.13970 0.63107
N 0.44806 0.28376 -0.72634
O -1.78307 0.77924 0.34817
H 1.94122 -0.93119 0.02838
H 1.28645 -0.31429 2.35252
H 0.32288 1.03086 1.82892
H 2.09418 0.92916 1.86273
H 1.21720 -1.15276 -2.06646
H 0.60311 0.53412 -2.69219
H -0.52357 -0.77548 -2.08915
H -2.87595 -0.51998 1.63983
H -3.00908 -0.79797 -0.16996
H -0.16706 1.14079 -0.74306
*
```

Properties
**HOMO**: -14.24 eV



*2*
# C4H10NO

C4H10NO as an isolated structure (the ωB97M-V functional and the def2-TZVPD basis, the OMol25 dataset).

Structure (ORCA input):
```
! wB97M-V def2-TZVPD RIJCOSX def2/J DEFGRID3
* xyz 1 1
C 0.81141 -1.61573 -0.02195
C 1.20067 -2.20516 1.22960
C -0.93956 2.06636 -0.92335
C -0.24614 0.03947 0.34993
N -0.31716 0.75495 -1.01105
O 0.96808 -1.82429 -1.15833
H 2.17962 -2.63853 1.14092
H 1.34840 -1.24478 1.90641
H 0.48376 -2.93062 1.69775
H -0.92595 2.44349 -1.99076
H -2.00446 1.99302 -0.41698
H -0.32584 2.74606 -0.26433
H 0.32986 0.76562 0.84320
H -1.30230 -0.22641 0.65863
H -0.77246 0.19368 -1.65654
H 0.65149 0.69816 -1.52405
*
```

Properties
**HOMO**: -14.04 eV



*3*
# C4H10NO

A 2-piece molecular cluster, C4H10NO overall (the ωB97M-V functional and the def2-TZVPD basis, the OMol25 dataset).

Structure (ORCA input):
```
! wB97M-V def2-TZVPD RIJCOSX def2/J DEFGRID3
* xyz 1 1
C -2.53707 -0.19226 -0.06691
C 1.85198 0.75225 -0.23637
C -1.35297 0.57148 0.10023
C 1.72516 -0.73781 0.24376
N 0.38371 -1.01845 0.00613
O -0.19024 -2.03111 -0.22563
H -2.05100 -1.19737 -0.30239
H -3.05511 -0.37951 0.80045
H -3.09649 0.06507 -0.97375
H 1.46905 1.50543 0.51845
H 2.82542 0.85100 -0.50761
H 1.23667 0.83882 -1.12958
H -0.66254 0.52184 0.91298
H -1.16255 1.30703 -0.65853
H 2.19628 -0.91551 1.19282
H 2.31332 -1.52066 -0.18902
*
```

Properties
**HOMO (spin up / spin down)**: -14.53 / -14.53 eV



*4*
# C4H10NO

A 2-piece molecular cluster, C4H10NO overall (the ωB97M-V functional and the def2-TZVPD basis, the OMol25 dataset).

Structure (ORCA input):
```
! wB97M-V def2-TZVPD RIJCOSX def2/J DEFGRID3
* xyz 1 1
C 1.73081 -0.28533 -1.08978
C 0.27665 -0.00699 -0.98543
C -0.53372 0.43475 -1.93683
C -0.31297 -1.40357 0.87587
N -0.40177 -0.28925 0.28500
H 2.05606 -1.27956 -0.77987
H 1.98742 -0.33484 -2.15186
H 2.31288 0.50984 -0.63255
H -1.54851 0.71676 -1.68206
H -0.27282 0.37673 -2.97918
H -0.98276 -1.64561 1.69070
H 0.15767 -2.22611 0.35865
H -1.08642 0.43397 0.49955
H -1.87461 1.43261 2.74432
H -0.59698 2.22575 3.00243
O -0.91092 1.34086 2.78105
*
```

Properties
**HOMO**: -14.55 eV



Relative stability in eV, measured from the most stable structure: *1* 0.707; *2* 0.796; *3* 4.466; *4* 0.000



*1*
# C4H10NO

An isolated ion of composition C4H10NO and charge +1 (the ωB97M-V functional and the def2-TZVPD basis, the OMol25 dataset).

Structure (ORCA input):
```
! wB97M-V def2-TZVPD RIJCOSX def2/J DEFGRID3
* xyz 1 1
C 1.73759 0.32945 0.95321
C 0.84499 -0.53651 -0.07319
C -0.74033 -0.43459 -0.03323
N -1.31534 -0.34893 -1.41707
C -0.95182 0.85090 0.76103
O -0.95545 1.90778 0.20174
H 1.36826 1.33406 1.10215
H 1.81730 -0.35007 1.79581
H 2.70050 0.41705 0.44897
H 1.17053 -0.09426 -1.00810
H 1.14079 -1.55751 0.11703
H -1.20820 -1.24297 0.52498
H -1.22278 -1.18656 -1.98405
H -1.01754 0.46946 -1.96191
H -2.30725 -0.14620 -1.26239
H -1.06124 0.58889 1.83499
*
```

Properties
**HOMO**: -14.74 eV



*2*
# C4H10NO

A 2-piece molecular cluster, C4H10NO overall (the ωB97M-V functional and the def2-TZVPD basis, the OMol25 dataset).

Structure (ORCA input):
```
! wB97M-V def2-TZVPD RIJCOSX def2/J DEFGRID3
* xyz 1 1
C -0.42454 -0.63789 -2.89811
C -0.20556 -0.81666 -1.56229
C -1.02203 0.69011 1.64346
C -0.71166 0.10085 -0.65830
N -0.57876 -0.17630 0.59870
O 2.04055 0.38478 0.92060
H 0.04543 -1.43570 -3.49063
H -0.83972 0.15365 -3.46668
H 0.28836 -1.80799 -1.32154
H -2.04096 0.86894 1.64425
H -0.65489 0.24269 2.62538
H -0.32156 1.61745 1.62716
H -1.17219 0.92700 -1.05226
H -0.20219 -1.11070 1.00395
H 2.37912 1.28622 0.77751
H 2.41890 0.16700 1.79114
*
```

Properties
**HOMO**: -14.65 eV



*3*
# C4H10NO

A 2-piece molecular cluster, C4H10NO overall (the ωB97M-V functional and the def2-TZVPD basis, the OMol25 dataset).

Structure (ORCA input):
```
! wB97M-V def2-TZVPD RIJCOSX def2/J DEFGRID3
* xyz 1 1
C -1.62177 0.70606 -0.14526
C -1.99037 -0.46522 -0.62083
C -0.00295 1.87948 1.16560
N -0.35268 0.87213 0.47187
H -2.25913 1.57932 -0.12661
H -1.33617 -1.32795 -0.64493
H -2.98778 -0.56447 -1.02350
H 0.99738 1.89009 1.57100
H -0.70298 2.69148 1.34681
H 0.33694 0.10377 0.33587
C 2.05247 -1.13013 -0.93380
O 1.23722 -1.35602 0.23298
H 1.96757 -1.95175 -1.63786
H 1.73796 -0.20280 -1.41917
H 3.09392 -0.95405 -0.66223
H 1.73717 -1.93607 0.81764
*
```

Properties
**HOMO**: -14.90 eV



*4*
# C4H10NO

A 2-piece molecular cluster, C4H10NO overall (the ωB97M-V functional and the def2-TZVPD basis, the OMol25 dataset).

Structure (ORCA input):
```
! wB97M-V def2-TZVPD RIJCOSX def2/J DEFGRID3
* xyz 1 1
C 0.40525 -1.51579 2.07803
N -0.35616 -0.61678 1.60632
H 0.53213 -1.57736 3.17070
H 0.83919 -2.16230 1.36228
H -0.22538 -0.30428 0.58233
H -0.74851 0.10559 2.22001
C -0.40474 1.89738 -0.46665
C 0.40346 0.67967 -0.88425
C -0.10023 -0.45203 -1.44557
O 0.70168 -1.44730 -1.99955
H -0.09157 2.73896 -0.98572
H -1.45597 1.73396 -0.64163
H -0.27112 2.15041 0.63299
H 1.49559 0.81863 -0.72492
H -1.21066 -0.54681 -1.55988
H 0.48704 -1.50194 -2.94451
*
```

Properties
**HOMO**: -13.58 eV



Relative stability in eV, measured from the most stable structure: *1* 0.000; *2* 0.413; *3* 0.187; *4* 0.813



*1*
# C2H3NO2

A 2-piece molecular cluster, C2H3NO2 overall (the ωB97M-V functional and the def2-TZVPD basis, the OMol25 dataset).

Structure (ORCA input):
```
! wB97M-V def2-TZVPD RIJCOSX def2/J DEFGRID3
* xyz 0 1
C 1.21140 0.92845 0.14971
C -1.02199 -0.96022 -0.02055
N -0.04983 1.22977 0.42024
O 2.28935 0.52058 0.49183
O 0.53106 1.47130 -0.89608
H -0.39235 -1.64037 0.50559
H -1.96598 -0.76222 0.27996
H -0.60166 -0.78730 -0.93071
*
```

Properties
**HOMO (spin up / spin down)**: -9.58 / -10.71 eV



*2*
# C2H3NO2

C2H3NO2 as an isolated structure (the ωB97M-V functional and the def2-TZVPD basis, the OMol25 dataset).

Structure (ORCA input):
```
! wB97M-V def2-TZVPD RIJCOSX def2/J DEFGRID3
* xyz 0 1
C -1.21530 0.28436 0.14410
C 0.11669 0.53853 0.75404
N -0.87228 -1.01267 0.01498
O -2.16802 0.98842 -0.01782
O 1.10623 0.79015 -0.16149
H 0.43981 0.17864 1.81067
H -0.16661 -1.31503 -0.68963
H 0.87786 1.35917 -0.93474
*
```

Properties
**HOMO**: -9.72 eV



Relative stability in eV, measured from the most stable structure: *1* 2.817; *2* 0.000